(1)
Entry from OMol25: C32H80CdO17Zn as an isolated structure at a distorted geometry (ωB97M-V with the def2-TZVPD basis set).

Positions of all 131 atoms, in Å:
Zn 1.36901 3.83105 0.86454
Cd -0.28810 -3.18058 -1.73417
C 1.91299 0.36663 -1.30214
C 1.14080 -0.80311 -1.22510
C -0.20694 -0.74486 -0.33872
O -0.99388 -1.71102 -0.44178
C -0.42818 0.43827 0.43051
C 0.41248 1.53331 0.33284
C 1.61173 1.46642 -0.54129
O 2.27868 2.52792 -0.68006
O 0.19443 2.54016 1.07525
O 1.36876 -1.87874 -1.80689
H 2.79646 0.34975 -1.92761
H -1.26050 0.40024 1.11768
C 0.91902 -0.07847 3.38611
C 1.56521 0.40422 4.66644
O 2.96279 0.14335 4.62933
H 1.22536 -1.09392 3.13799
H 1.28471 0.59360 2.60323
H -0.15592 0.04748 3.25895
H 1.16068 -0.19809 5.48589
H 1.34642 1.45444 4.86605
H 3.17034 -0.58539 5.21650
C -3.09083 -4.16583 0.98298
C -3.19051 -4.20003 -0.50151
O -1.91828 -4.50053 -1.15828
H -2.27661 -3.55972 1.38458
H -2.86926 -5.14972 1.41215
H -4.01240 -3.85391 1.47402
H -3.30355 -3.17174 -0.85151
H -4.02318 -4.84383 -0.77910
H -1.91749 -5.44686 -1.34566
C -1.82480 4.97612 -2.10401
C -0.74965 4.04246 -1.56712
O 0.23360 4.66492 -0.73734
H -2.71917 4.39217 -2.32998
H -1.53042 5.52605 -2.99740
H -2.22211 5.69214 -1.38167
H -0.30331 3.49887 -2.40460
H -1.27297 3.24666 -1.03565
H 0.72038 5.25502 -1.32915
C -2.22682 4.58594 1.79189
C -1.15782 5.06642 2.80151
O 0.18796 4.57245 2.53771
H -1.94784 3.62863 1.34816
H -2.16665 5.24731 0.92689
H -3.16016 4.56145 2.34477
H -1.35694 4.70690 3.81369
H -1.17597 6.15318 2.89977
H 0.48284 4.41291 3.43676
C -1.63875 2.42313 4.19412
C -2.16707 1.76276 5.47440
O -2.78635 2.80853 6.21819
H -2.29217 3.24305 3.90330
H -1.60011 1.71191 3.36996
H -0.63191 2.73490 4.47623
H -1.27926 1.37353 5.97966
H -2.86844 0.96823 5.21416
H -3.47061 2.43244 6.77982
C -3.49252 0.63417 -3.47486
C -2.04437 1.08591 -3.41038
O -1.36399 0.38041 -4.48555
H -3.87884 0.85010 -4.47168
H -4.10377 1.22849 -2.79274
H -3.61651 -0.42220 -3.25077
H -1.62134 0.75117 -2.45970
H -1.92551 2.13849 -3.66589
H -0.50914 0.82941 -4.57073
C 0.56561 -4.85955 2.27600
C 0.84129 -3.64455 1.43558
O 0.86987 -3.87948 0.02991
H -0.43934 -5.21324 2.03868
H 0.63917 -4.58962 3.32973
H 1.23794 -5.70839 2.13560
H 1.81062 -3.19699 1.68179
H 0.00942 -2.94013 1.48693
H 1.52808 -4.54863 -0.20094
C 2.40272 -3.99408 -4.00364
C 1.38765 -5.09901 -3.96270
O 0.40148 -4.81455 -2.96402
H 1.87368 -3.04311 -4.08609
H 3.06478 -4.06390 -4.86484
H 3.00248 -4.04327 -3.09525
H 1.87775 -6.02473 -3.63889
H 0.97839 -5.33678 -4.94891
H -0.02353 -5.66752 -2.81422
C 2.52719 3.44214 -5.51191
C 2.26393 1.96628 -5.32347
O 1.28678 1.61671 -4.32265
H 1.71134 3.87212 -6.09672
H 3.41677 3.49333 -6.14123
H 2.61903 4.05594 -4.61580
H 3.19902 1.42112 -5.16944
H 1.89891 1.62088 -6.29331
H 1.88047 1.54002 -3.56705
C -3.55107 -0.75850 2.41819
C -3.90085 -1.39126 3.80522
O -4.77642 -0.48090 4.39869
H -4.46062 -0.49843 1.87375
H -3.00673 -1.42787 1.75180
H -3.02086 0.18522 2.55081
H -2.94335 -1.62712 4.27870
H -4.44549 -2.32034 3.60699
H -5.09645 -0.74765 5.26543
C 4.60990 2.37878 3.39455
C 3.54935 2.09938 2.34153
O 2.39826 2.96426 2.42404
H 4.20555 2.57707 4.38967
H 5.23005 3.24464 3.16205
H 5.24760 1.49675 3.43490
H 3.27095 1.04604 2.31158
H 3.98159 2.25034 1.35011
H 2.18213 3.04398 3.35943
C 4.52363 -1.10393 0.94315
C 5.60402 -0.66317 -0.07503
O 5.37024 -1.22464 -1.34893
H 4.57707 -2.19302 0.98197
H 3.51851 -0.89654 0.56011
H 4.60452 -0.58149 1.89411
H 6.54678 -0.95971 0.37734
H 5.54773 0.42608 -0.16582
H 4.51170 -0.94268 -1.67516
C -3.01836 -2.65887 -4.99921
C -1.74444 -3.15745 -4.30438
O -1.28447 -2.15967 -3.33833
H -2.90068 -1.73229 -5.56202
H -3.88780 -2.62688 -4.34662
H -3.19637 -3.37251 -5.81005
H -0.99980 -3.23370 -5.09682
H -2.03898 -4.06564 -3.78806
H -1.34208 -1.34385 -3.88981

Computed properties:
frontier orbital gap: 7.5 eV
F_max: 3.60 eV Å⁻¹
lowest unoccupied orbital energy: -5.68 eV
net charge: +2

(2)
Entry from OMol25: a 7-piece molecular cluster, C32H80N5O8 overall at a distorted geometry (ωB97M-V with the def2-TZVPD basis set).

Positions of all 125 atoms, in Å:
C 28.60513 15.80928 7.30753
C 29.15109 17.19562 7.55904
C 28.79821 17.63571 8.95178
N 29.35959 19.04001 9.25965
C 28.92367 20.10780 8.18724
C 28.75436 19.51806 10.61682
C 29.75240 19.10496 11.64276
C 31.08021 19.38765 10.99303
C 30.89108 19.05226 9.48146
H 28.79692 15.28705 6.37019
H 27.52557 15.72228 7.43031
H 29.01659 15.06903 7.99369
H 28.73548 17.83507 6.78027
H 30.22726 17.17427 7.38725
H 29.19979 16.92830 9.67732
H 27.73758 17.74131 9.17986
H 27.85231 20.15407 7.99196
H 29.40879 19.96314 7.22193
H 29.25124 21.06867 8.58415
H 28.55479 20.58587 10.52709
H 27.84162 19.01872 10.94189
H 29.51840 19.66134 12.55038
H 29.73489 18.03349 11.84214
H 31.54577 20.36171 11.14317
H 31.91575 18.83479 11.42234
H 31.23897 19.83348 8.80561
H 31.46557 18.16755 9.20695
C 28.38865 27.16117 11.77055
N 29.04165 26.40774 12.91120
C 30.10598 27.27160 13.48192
C 28.01383 26.18032 13.99086
C 29.66083 25.05157 12.53873
C 28.71073 24.02111 11.91664
O 28.03515 24.56193 10.79513
H 27.45655 26.69303 11.45408
H 29.12015 27.25555 10.96798
H 28.08546 28.16262 12.07593
H 30.71506 27.46308 12.59850
H 30.68004 26.74837 14.24664
H 29.68653 28.18295 13.90805
H 27.04785 25.75030 13.72620
H 27.73492 27.18840 14.29761
H 28.49861 25.73740 14.86086
H 29.91188 24.58494 13.49127
H 30.54346 25.28434 11.94299
H 28.13150 23.45321 12.64471
H 29.37841 23.28442 11.46989
H 27.60990 23.91873 10.22324
C 27.02049 30.82461 8.26979
N 27.25559 29.50461 7.52411
C 26.11451 29.34682 6.44055
C 28.67359 29.68436 6.90194
C 27.20362 28.43142 8.62000
C 27.33013 27.01983 8.03035
O 26.20778 26.53771 7.40258
H 26.13638 30.76211 8.90425
H 26.85850 31.63675 7.56109
H 27.86560 31.08803 8.90581
H 26.01167 30.31374 5.94800
H 25.18782 29.18499 6.99114
H 26.52998 28.60635 5.75704
H 29.37432 29.72918 7.73564
H 28.68463 30.68044 6.45944
H 28.98131 29.00753 6.10489
H 26.22854 28.55844 9.09032
H 27.99105 28.79058 9.28260
H 27.55403 26.34661 8.85784
H 28.08288 26.93063 7.24710
H 26.27292 25.58000 7.39024
C 23.05422 17.73728 7.88792
N 22.36337 18.31660 9.15240
C 22.89231 19.71030 9.34404
C 20.85695 18.43581 8.89327
C 22.49871 17.39941 10.41146
C 23.88259 17.49608 11.11825
O 24.98788 17.29527 10.21755
H 22.64133 16.79882 7.51790
H 24.11562 17.68413 8.13024
H 22.95796 18.46819 7.08505
H 22.47380 20.44965 8.66117
H 23.95054 19.51880 9.16632
H 22.65161 20.05324 10.35030
H 20.33160 18.85234 9.75270
H 20.50843 17.46714 8.53507
H 20.75833 19.00446 7.96859
H 22.29878 16.38373 10.07013
H 21.81915 17.71317 11.20384
H 24.01040 16.65109 11.79484
H 23.92113 18.31373 11.83801
H 25.78857 17.05473 10.68938
C 27.48442 25.71196 3.92864
N 28.76096 24.84870 4.04921
C 29.45495 25.04173 2.66368
C 29.60173 25.41787 5.14212
C 28.25657 23.38196 4.07698
C 29.25500 22.37849 4.78299
O 30.52358 22.35630 4.07940
H 27.09320 25.83180 4.93893
H 26.81203 25.14008 3.28914
H 27.69240 26.67050 3.45320
H 30.30531 24.37023 2.78233
H 29.77460 26.08364 2.68261
H 28.81742 24.82126 1.80752
H 29.10537 25.07531 6.05008
H 29.59232 26.50748 5.11442
H 30.57851 24.93891 5.07426
H 27.98764 23.18870 3.03851
H 27.33994 23.41386 4.66594
H 28.76845 21.40903 4.89027
H 29.34275 22.69193 5.82326
H 31.08516 21.78948 4.61323
C 25.80855 21.76124 7.31388
C 26.64461 22.91154 7.90615
O 27.25248 22.70747 8.94240
O 26.63773 23.96623 7.26629
H 25.41777 21.19610 8.16005
H 26.38695 21.12607 6.64299
H 25.00976 22.18608 6.70598
C 22.10400 22.09111 4.73752
C 21.52019 21.31879 5.92657
O 21.38147 21.87360 7.06231
O 21.16743 20.15846 5.65234
H 23.13349 21.91112 4.42788
H 22.29242 23.12170 5.03831
H 21.42845 21.96602 3.89131

Computed properties:
frontier orbital gap (alpha / beta): 2.0 / 5.9 eV
F_max: 3.70 eV Å⁻¹
multiplicity: 2
lowest unoccupied orbital energy (alpha / beta): -3.95 / -3.97 eV
<S²>: 0.750
net charge: +2

(3)
Entry from OMol25: a 8-piece molecular cluster, C32H80O16 overall at a distorted geometry (ωB97M-V with the def2-TZVPD basis set).

Positions of all 128 atoms, in Å:
C 4.36352 -9.09773 -0.70283
O 4.70183 -7.76972 -1.02838
C 4.36788 -6.85593 -0.00245
C 4.58294 -5.43082 -0.51724
O 4.08261 -5.18872 -1.80248
C 2.67023 -5.35722 -1.89046
H 3.28459 -9.27824 -0.76994
H 4.70912 -9.41072 0.28705
H 4.85016 -9.69176 -1.47620
H 4.97919 -7.08873 0.87752
H 3.32678 -7.01469 0.31145
H 5.65805 -5.30097 -0.67569
H 4.30215 -4.68453 0.23547
H 2.22627 -4.80534 -1.05292
H 2.43052 -6.41689 -1.78988
H 2.24124 -4.92871 -2.79299
C -5.34548 3.53140 4.69099
O -6.75605 3.59139 4.77850
C -7.46871 2.78039 3.87225
C -7.07621 2.79876 2.41437
O -5.93483 1.95701 2.27602
C -5.62379 1.67407 0.91609
H -4.97610 3.79975 3.70132
H -4.95205 2.56246 5.00863
H -4.97552 4.28218 5.39037
H -8.50261 3.10534 4.00838
H -7.37712 1.73437 4.19811
H -6.83264 3.81342 2.06999
H -7.85196 2.38112 1.76287
H -4.70132 1.10981 0.86544
H -5.49032 2.67429 0.48225
H -6.47546 1.18336 0.43632
C 1.35135 3.03372 1.07529
O 2.07347 2.08699 0.30920
C 2.02340 2.07454 -1.11169
C 1.90864 3.43793 -1.76295
O 2.97894 4.31699 -1.48998
C 4.22993 3.86367 -1.94142
H 1.77739 4.02726 0.93457
H 1.35149 2.68412 2.10683
H 0.28620 3.05588 0.82706
H 1.19175 1.42601 -1.39675
H 2.99168 1.68891 -1.43279
H 0.97843 3.94164 -1.49803
H 1.86368 3.28934 -2.85072
H 4.92901 4.70101 -1.90375
H 4.19793 3.60680 -3.00651
H 4.67388 3.06752 -1.34009
C 9.02973 -1.52136 0.86564
O 9.11312 -0.09659 0.92046
C 8.19357 0.57409 0.08156
C 6.82140 0.64353 0.76816
O 5.98442 -0.38714 0.33218
C 4.64249 -0.17958 0.76223
H 9.29604 -1.91145 -0.11431
H 8.02608 -1.80437 1.19360
H 9.69224 -1.86432 1.65791
H 8.10030 0.12238 -0.91250
H 8.58640 1.56957 -0.12592
H 6.36527 1.63105 0.59841
H 7.06198 0.65368 1.84016
H 4.10232 0.53211 0.13654
H 4.61048 0.07658 1.82061
H 4.10555 -1.11823 0.61303
C -4.74744 6.42381 1.30700
O -3.36916 6.68190 1.51167
C -2.79004 6.11740 2.67024
C -1.46580 5.41526 2.36826
O -1.59381 4.39769 1.40750
C -2.32452 3.20806 1.68442
H -4.98615 6.98623 0.40653
H -5.23125 6.79118 2.22068
H -5.03636 5.37919 1.13395
H -3.50370 5.38652 3.06368
H -2.65504 6.85731 3.46424
H -1.17392 4.92221 3.30758
H -0.70014 6.11746 2.05040
H -2.35753 2.81532 0.67164
H -3.30617 3.39630 2.12555
H -1.73550 2.61788 2.39549
C -4.82114 -1.33810 -1.72955
O -5.49527 -2.56107 -1.91066
C -5.66210 -3.31539 -0.71632
C -6.90505 -2.87468 0.06098
O -6.64196 -1.79654 0.93165
C -7.76237 -1.35075 1.67185
H -5.43253 -0.56347 -1.25814
H -4.53232 -0.84095 -2.66071
H -3.85774 -1.45130 -1.22503
H -4.81027 -3.42493 -0.03885
H -5.84385 -4.33327 -1.06406
H -7.30518 -3.73063 0.61919
H -7.65371 -2.63310 -0.70155
H -7.64318 -0.28241 1.84800
H -7.67746 -1.86113 2.64016
H -8.73582 -1.61359 1.25283
C 1.04729 -1.86014 -0.72961
O 1.11077 -2.27618 0.61155
C 1.00525 -1.13475 1.45172
C -0.18317 -0.22734 1.26415
O -1.35093 -1.01097 1.03533
C -2.59567 -0.34895 1.24938
H 1.64572 -0.98546 -1.00138
H 0.04609 -1.61210 -1.10951
H 1.29769 -2.67301 -1.41243
H 1.92829 -0.56557 1.27597
H 1.07781 -1.46969 2.48894
H -0.01993 0.38031 0.36884
H -0.28565 0.34352 2.19129
H -2.53956 0.28620 2.13505
H -3.24231 -1.21285 1.40339
H -2.94771 0.18770 0.36501
C 3.99924 -1.82127 -2.82161
O 2.81885 -1.32533 -3.43273
C 2.50863 -1.96462 -4.67013
C 1.25954 -1.52544 -5.31196
O 1.37917 -0.31322 -6.04994
C 1.26557 0.85324 -5.22331
H 4.11035 -1.29418 -1.87694
H 4.81861 -1.64536 -3.52318
H 3.95215 -2.88616 -2.57465
H 2.38672 -3.02545 -4.39239
H 3.39138 -1.97884 -5.31702
H 0.34409 -1.50859 -4.70898
H 0.99175 -2.29165 -6.04738
H 0.19655 0.91739 -4.99347
H 1.53229 1.66432 -5.89670
H 1.83221 0.90127 -4.29387

Computed properties:
frontier orbital gap: 10.0 eV
F_max: 2.81 eV Å⁻¹
lowest unoccupied orbital energy: 0.49 eV
SMILES: COCCOC.COCCOC.COCCOC.COCCOC.COCCOC.COCCOC.COCCOC.COCCOC